No. 1
100
Properties=species:S:1:pos:R:3:forces:R:3:mulliken_spin:R:1 method="wB97M-V/def2-TZVPD" spin_multiplicity=3 total_energy_ev=-89234.9884 orbital_gap_ev="6.1 / 6.9" homo_ev="-10.088 / -10.874" s2=2.011 lumo_energy_ev="-4.01 / -4.01" charge=+1
Mo 0.073 -0.702 0.718 -0.590 0.011 0.428 1.8951
F 3.642 0.861 -4.709 -0.074 -0.091 0.000 -0.0001
O -0.063 -1.771 -5.224 -0.128 0.049 0.075 -0.0001
O 2.960 -2.420 0.230 -0.147 -0.078 0.057 0.0173
O 0.311 2.790 1.305 -0.106 -0.082 0.023 0.0029
O 0.796 -2.283 -0.407 0.028 0.034 0.448 0.0127
O 1.445 0.297 -0.390 0.063 -0.045 0.206 -0.0006
O -1.175 -1.118 2.604 0.200 -0.030 -0.283 0.0052
O 6.375 -3.350 -3.124 -0.176 0.047 -0.480 -0.0001
O 1.627 -1.544 -6.544 -0.080 -0.021 0.121 0.0000
O -1.637 -1.029 -0.039 0.085 -0.170 -0.096 0.0183
O -6.231 -1.327 -4.176 0.021 -0.005 0.039 0.0034
O -7.182 -2.274 -2.491 0.043 0.016 -0.002 0.0024
O -0.586 0.218 -2.186 0.056 0.024 -0.160 0.0121
O 5.994 -2.680 -5.148 -0.160 -0.269 0.658 0.0000
O 1.427 -0.647 2.101 0.137 -0.169 0.160 -0.0208
O 2.407 0.731 3.565 0.099 0.060 0.048 0.0075
O -2.437 2.406 5.169 0.009 -0.043 -0.046 0.0001
N -6.240 -1.729 -3.029 -0.054 -0.012 -0.033 -0.0013
N 7.326 -0.360 -5.985 0.279 0.312 -0.025 0.0000
N 1.117 -1.809 -5.472 0.187 -0.012 -0.066 0.0001
N 5.627 -2.996 -4.002 -0.129 0.506 0.043 0.0000
N -1.808 0.634 3.939 0.013 -0.119 -0.098 0.0006
N 5.187 1.623 0.513 0.002 0.036 0.013 0.0072
N 6.315 1.637 -4.209 -0.044 -0.129 0.119 0.0008
N -0.797 0.908 1.831 0.261 -0.257 -0.095 -0.0189
C -1.847 2.002 4.202 0.008 0.131 0.046 -0.0008
C 4.186 -2.808 -3.676 0.665 -0.175 -0.317 0.0004
C 0.042 3.560 4.140 -0.002 -0.042 0.046 -0.0003
C 7.982 -0.128 -4.631 -0.105 -0.087 -0.111 0.0001
C 4.330 1.279 1.487 0.069 0.052 0.101 0.0070
C -1.655 -0.041 -2.702 0.069 -0.226 -0.024 0.0047
C 7.697 1.249 -4.045 0.080 0.068 -0.018 0.0000
C 2.605 0.692 -0.045 0.082 -0.075 -0.142 0.0173
C 3.782 -2.898 -2.360 -0.064 0.101 0.083 -0.0023
C -3.848 -1.820 -0.168 0.036 -0.029 -0.022 0.0210
C 4.039 1.070 -3.432 -0.080 0.013 -0.007 0.0007
C 3.344 -2.462 -4.713 -0.110 -0.062 -0.013 0.0006
C -1.073 2.927 3.261 -0.051 -0.066 -0.033 0.0004
C -2.726 -1.197 -0.734 -0.123 0.186 0.046 -0.0199
C 5.377 1.449 -3.185 0.142 0.086 -0.116 0.0017
C -4.990 -1.992 -0.917 0.052 0.009 0.018 -0.0063
C 2.066 -2.464 -0.591 0.219 0.149 -0.490 0.0117
C 5.994 1.746 -5.616 -0.004 0.133 -0.115 0.0001
C 0.738 4.792 3.573 0.005 0.039 -0.010 0.0000
C -0.453 2.218 2.057 0.075 0.279 -0.004 -0.0361
C 3.524 1.044 -1.104 -0.181 -0.079 0.145 -0.0035
C -3.935 -0.922 -2.809 -0.005 -0.017 0.080 -0.0110
C -3.229 3.394 1.952 -0.036 -0.017 -0.017 0.0001
C 2.457 -2.608 -2.060 -0.053 0.052 0.121 -0.0122
C 1.567 -2.271 -3.075 -0.003 -0.085 0.006 0.0041
C 2.033 -2.210 -4.378 -0.064 0.039 -0.022 0.0004
C 6.055 0.406 -6.328 0.064 -0.239 0.077 0.0000
C -2.774 -0.734 -2.061 -0.216 0.079 -0.257 0.0249
C 2.260 0.310 2.448 0.062 0.029 -0.271 0.0187
C 3.080 0.772 1.280 -0.100 0.142 -0.103 0.0054
C -5.020 -1.542 -2.234 0.020 0.003 -0.035 0.0179
C -1.276 0.115 2.804 -0.044 0.122 0.095 0.0045
C 6.525 2.109 0.898 -0.055 -0.002 -0.038 -0.0009
C 7.540 0.983 0.983 0.037 -0.023 -0.014 0.0005
C 5.737 1.660 -1.864 -0.026 0.004 0.105 -0.0015
C 4.828 1.452 -0.815 0.091 -0.040 -0.020 0.0046
C 3.131 0.884 -2.440 0.069 0.007 -0.028 0.0008
C -2.063 3.986 2.733 0.050 0.035 0.041 -0.0004
H -3.845 2.743 2.579 0.017 0.003 0.001 -0.0001
H 6.737 1.999 -1.644 -0.018 0.007 -0.004 0.0001
H 8.520 1.381 1.244 -0.013 0.003 0.001 -0.0001
H -2.428 4.544 3.596 -0.009 0.006 -0.008 0.0002
H 9.050 -0.273 -4.780 0.008 -0.059 0.048 0.0000
H 8.017 -0.226 -6.721 0.012 0.239 0.022 0.0000
H -3.876 4.185 1.576 0.003 -0.003 0.008 -0.0001
H 0.060 5.643 3.508 -0.005 -0.019 -0.012 0.0000
H 0.782 2.785 4.360 0.002 0.000 -0.021 0.0002
H 0.540 -2.028 -2.838 0.015 0.000 -0.009 -0.0017
H -3.788 -2.166 0.855 0.002 0.004 0.003 0.0015
H 6.724 2.432 -6.058 -0.005 0.020 -0.005 0.0000
H -3.995 -0.580 -3.834 0.005 0.006 -0.020 -0.0005
H -2.190 0.005 4.631 -0.008 -0.001 0.006 0.0000
H 4.473 -3.127 -1.560 -0.005 -0.008 -0.013 -0.0004
H 6.409 2.608 1.858 0.019 -0.031 0.023 0.0001
H 2.115 0.587 -2.670 -0.039 0.019 0.018 0.0039
H 7.625 0.451 0.034 0.000 0.006 0.007 0.0001
H -1.838 0.215 -3.761 -0.004 0.096 0.008 0.0010
H 6.821 2.879 0.189 0.006 0.010 0.008 0.0001
H 1.154 4.606 2.586 0.007 -0.013 0.003 0.0000
H -2.888 2.812 1.092 0.012 0.014 0.001 -0.0003
H 8.334 2.000 -4.521 -0.021 0.021 -0.008 0.0000
H 5.224 -0.234 -6.043 0.013 0.011 0.088 0.0001
H -0.433 3.821 5.087 0.009 0.005 0.003 0.0000
H 7.620 -0.922 -3.983 -0.123 0.009 0.046 0.0000
H 7.105 -1.353 -5.997 -0.242 -0.394 -0.005 0.0000
H -5.864 -2.474 -0.503 -0.009 0.006 -0.011 -0.0001
H 4.687 1.413 2.502 -0.041 -0.014 0.013 -0.0003
H 7.985 1.212 -2.998 0.010 0.007 0.004 0.0000
H 6.050 0.524 -7.410 -0.036 -0.009 -0.008 0.0000
H 5.013 2.182 -5.775 0.073 -0.009 -0.001 -0.0001
H 3.673 -2.405 -5.737 0.025 0.024 -0.001 0.0000
H 7.254 0.259 1.746 -0.008 0.009 -0.006 0.0000
H -1.500 4.675 2.104 -0.002 -0.016 -0.016 0.0000
H 1.550 5.079 4.243 -0.013 -0.007 0.004 0.0000

***

No. 2
87
Properties=species:S:1:pos:R:3:forces:R:3:mulliken_charge:R:1 method="wB97M-V/def2-TZVPD" spin_multiplicity=1 total_energy_ev=-80101.2246 orbital_gap_ev=7.8 homo_ev=-7.555 lumo_energy_ev=0.20
Hf 1.203 -0.013 0.145 -1.358 0.441 1.815 -0.2029
S 0.679 0.455 -2.646 -0.032 0.948 -1.342 1.3241
S -1.083 1.338 0.568 0.358 0.251 0.331 0.2457
O 0.742 -0.836 -1.917 0.035 -0.276 0.732 -0.7469
O -7.447 0.983 -1.307 -0.031 -0.198 0.346 -0.5791
O -7.744 -0.177 0.561 -0.174 -0.078 -0.014 -0.5028
O 1.461 0.520 -3.842 -0.334 0.132 0.241 -0.7775
N 1.489 2.930 0.130 -0.108 -0.305 -0.686 0.2972
N -5.061 1.511 -3.675 -0.256 0.094 -0.088 -0.4798
N 1.267 -2.004 0.754 0.170 0.017 -0.579 1.2902
N 1.258 1.378 -1.460 -0.116 -1.261 -1.368 0.2458
N 0.607 3.557 -1.999 0.314 -0.570 -0.091 -0.4328
N 1.468 0.824 2.580 0.206 -0.175 -0.414 0.6936
C 4.268 -0.052 -0.538 0.071 0.149 -0.047 -0.2420
C 2.491 -3.681 -0.535 -0.077 0.374 0.015 0.0212
C 0.117 -2.786 0.715 -0.980 -0.636 0.298 -0.1875
C 3.624 -2.530 1.235 -0.402 -0.223 0.057 0.0309
C -2.771 2.245 -3.716 -0.060 -0.097 0.001 -1.1299
C -2.795 1.049 0.420 -0.194 -0.374 -0.084 0.0919
C 2.845 1.348 2.681 0.467 0.152 -0.118 -1.4857
C -2.245 -3.019 0.219 -0.089 -0.059 0.003 -0.1062
C -1.034 0.777 -2.983 0.614 -0.206 0.246 -0.3903
C -4.888 1.813 -0.491 -0.452 -0.143 0.185 -0.5884
C 5.179 0.924 1.883 -0.167 -0.081 0.016 -0.8066
C 3.328 0.309 0.431 0.717 0.397 0.299 0.8623
C 6.086 0.535 0.912 0.011 0.037 0.020 -0.6666
C 0.978 5.211 -0.336 -0.002 -0.154 -0.052 -1.1429
C -3.539 1.976 -0.321 0.300 -0.076 0.233 -0.7290
C 1.097 2.661 -1.140 0.108 2.063 0.316 0.2742
C -1.433 2.000 -3.497 0.019 0.140 -0.111 -0.3913
C 4.767 -4.241 -0.013 0.031 0.001 -0.016 -0.6474
C -1.969 -0.218 -2.740 -0.066 -0.116 0.142 -0.2862
C 4.759 -3.282 0.984 0.031 -0.048 0.034 -0.9012
C 0.549 4.811 -1.592 0.023 0.243 0.292 -0.4154
C 3.626 -4.426 -0.779 0.082 -0.053 -0.028 -0.8781
C -3.742 1.272 -3.432 0.460 -0.176 -0.206 0.6311
C 0.108 -4.119 1.165 0.116 0.301 0.088 -0.3784
C 2.456 -2.717 0.484 0.994 -0.796 0.109 -0.2914
C -2.228 -4.339 0.641 -0.072 0.076 -0.089 -1.0140
C -1.095 -2.250 0.265 0.447 -0.004 -0.043 0.5104
C 0.554 1.798 3.189 -0.274 0.155 0.063 -1.4688
C -3.308 0.024 -2.963 0.022 0.080 -0.077 -0.3832
C -3.468 -0.010 1.039 0.279 0.144 0.005 -0.9023
C 1.435 4.197 0.496 -0.018 0.193 0.096 0.1525
C -6.975 0.538 -0.287 -0.116 0.015 -0.222 0.6150
C 5.631 0.072 -0.311 -0.136 -0.132 -0.168 -1.0083
C 1.355 -0.420 3.349 0.035 -0.278 0.277 -1.1154
C -4.825 -0.176 0.860 -0.450 0.154 -0.237 -1.1320
C 3.813 0.820 1.641 -0.202 -0.002 0.056 0.6216
C -1.044 -4.877 1.122 -0.044 -0.022 -0.009 -0.6187
C -5.555 0.719 0.072 0.536 0.088 0.055 0.8895
H -5.330 2.462 -3.866 -0.050 -0.098 0.053 0.2279
H 2.095 -1.140 3.008 -0.110 0.029 0.100 0.2519
H -5.307 -1.037 1.309 0.011 -0.055 0.017 0.2165
H 0.362 -0.850 3.205 0.031 -0.023 -0.012 0.1830
H 1.604 -3.844 -1.131 -0.052 0.009 -0.051 0.5332
H 0.838 2.013 4.228 0.149 -0.101 -0.065 0.3501
H 0.554 2.724 2.622 0.018 -0.019 -0.045 0.3948
H 6.340 -0.206 -1.079 0.027 -0.061 -0.051 0.4508
H -3.158 -2.583 -0.162 -0.048 0.032 -0.020 0.5683
H 5.645 -4.844 -0.187 0.100 -0.025 -0.044 0.4013
H -5.758 0.957 -3.201 0.000 0.078 0.040 0.2373
H -1.017 -5.903 1.460 0.013 -0.054 0.044 0.3970
H 7.146 0.596 1.108 0.108 0.058 0.010 0.4064
H 1.024 -4.546 1.545 0.035 -0.071 0.005 0.5274
H 1.766 4.415 1.506 -0.015 0.057 0.028 0.3959
H 1.501 -0.229 4.421 0.014 0.056 -0.050 0.4387
H -3.122 -4.942 0.584 -0.072 -0.038 0.016 0.4313
H -3.086 3.200 -4.108 -0.007 0.131 -0.050 0.3192
H -0.463 1.412 3.174 0.101 -0.023 0.030 0.3872
H 0.143 5.514 -2.311 0.005 0.116 0.043 0.4648
H -2.921 -0.714 1.649 0.071 -0.002 -0.009 0.6635
H -1.105 -1.218 -0.085 -0.324 -0.211 0.004 -0.4202
H 5.536 1.312 2.827 0.037 0.023 0.136 0.4740
H 3.616 -5.163 -1.569 0.002 -0.049 -0.059 0.3941
H 2.801 2.434 2.544 -0.107 -0.077 0.066 0.4014
H 0.951 6.239 -0.014 -0.015 0.030 0.000 0.4264
H -5.468 2.524 -1.062 0.017 0.004 -0.067 0.3990
H -1.634 -1.181 -2.386 -0.066 -0.121 0.095 0.5285
H 3.929 -0.444 -1.494 0.054 -0.014 -0.036 0.5082
H -4.038 -0.748 -2.779 -0.082 -0.153 0.058 0.3965
H 5.641 -3.126 1.591 0.047 0.035 0.031 0.4311
H -0.687 2.754 -3.683 -0.067 0.090 -0.133 0.6928
H -7.262 -0.427 1.362 0.033 0.171 -0.194 0.3267
H -3.022 2.809 -0.769 0.042 0.094 -0.059 0.4894
H 3.243 1.160 3.691 -0.131 0.093 -0.057 0.6693
H 3.653 -1.803 2.033 -0.004 -0.020 -0.050 0.2682